The following is a DFT calculation (ωB97M-V with the def2-TZVPD basis set) of C26H31O2OsS6Te as an isolated structure.

## Properties
Multiplicity: 5
Gap between HOMO and LUMO (spin up / spin down) in eV: 7.552 / 5.090
LUMO (spin up / spin down) in eV: -8.816 / -11.284
DFT total energy in eV: -106304.169
Charge: +3

Last column: Löwdin spin population.
Element x y z (Å)
Os  -0.996  0.119  0.304  2.509
C  -3.511  2.808  1.662  0.005
Te  -3.507  1.105  0.373  -0.036
C  -3.348  2.512  -1.240  0.016
C  -3.732  3.840  -0.628  0.006
C  -4.008  4.927  -1.455  0.002
C  -4.356  6.147  -0.899  0.003
C  -4.442  6.285  0.483  0.004
C  -4.180  5.204  1.307  0.000
C  -3.816  3.978  0.755  0.004
H  -2.544  2.880  2.156  0.002
H  -4.278  2.643  2.417  0.000
H  -4.017  2.196  -2.037  0.000
H  -2.326  2.499  -1.622  0.002
H  -3.972  4.814  -2.531  0.000
H  -4.586  6.985  -1.543  0.000
H  -4.734  7.232  0.916  0.000
H  -4.267  5.310  2.381  0.000
O  -1.974  -1.421  -0.558  0.102
S  -1.423  -2.814  -1.085  0.017
C  -2.684  -3.257  -2.322  0.001
C  -3.488  -4.427  -1.746  0.000
C  -3.488  -4.262  -0.231  0.000
C  -2.035  -3.991  0.138  0.006
H  -2.178  -3.468  -3.262  0.000
H  -3.274  -2.345  -2.428  0.000
H  -3.019  -5.371  -2.024  0.000
H  -4.493  -4.424  -2.166  0.000
H  -3.849  -5.152  0.281  0.000
H  -4.117  -3.423  0.074  0.000
H  -1.407  -4.878  0.011  0.001
H  -1.849  -3.567  1.125  0.000
C  6.458  -3.817  1.597  0.002
C  5.203  -3.171  1.123  0.008
C  5.021  -2.857  -0.229  0.001
C  3.864  -2.272  -0.684  0.004
C  3.732  -1.978  -2.154  0.001
C  2.825  -1.974  0.265  0.007
C  1.678  -1.364  -0.239  0.007
O  0.636  -1.056  0.441  0.088
C  3.004  -2.291  1.657  0.003
C  1.962  -2.009  2.699  0.000
C  4.183  -2.875  2.041  0.001
H  7.168  -3.981  0.790  0.000
H  6.228  -4.777  2.064  0.001
H  6.930  -3.203  2.366  0.001
H  5.811  -3.092  -0.930  0.000
H  4.636  -2.280  -2.676  0.000
H  3.585  -0.913  -2.348  0.000
H  2.901  -2.522  -2.605  0.000
H  1.646  -1.128  -1.301  0.002
H  1.713  -0.947  2.742  0.000
H  2.321  -2.315  3.678  0.000
H  1.036  -2.548  2.490  0.000
H  4.337  -3.123  3.085  0.000
C  3.406  1.784  0.819  0.011
S  2.630  1.842  -0.817  0.022
C  1.407  3.081  -0.656  0.097
C  0.295  3.101  0.175  0.145
S  -0.107  1.918  1.416  0.203
S  -0.722  4.463  0.041  0.119
C  0.134  5.250  -1.224  -0.016
S  -0.329  6.702  -1.862  0.530
S  1.544  4.408  -1.721  0.112
H  4.240  1.095  0.683  0.001
H  2.733  1.401  1.580  0.005
H  3.796  2.762  1.087  0.000

Cartesian forces (eV/Å) of the 6 atoms listed first:
-0.09 -0.17 0.04
-0.05 -0.02 -0.02
0.04 0.00 -0.03
0.00 -0.01 0.01
-0.13 -0.08 -0.02
0.04 0.00 0.01

---

The following is a DFT calculation (ωB97M-V with the def2-TZVPD basis set) of one molecule with the formula C5H11NO2.

## Properties
Gap between HOMO and LUMO in eV: 10.176
LUMO in eV: 0.778
DFT total energy in eV: -10948.332
SMILES string: CC(=O)NCCCO

Last column: natural (NBO) charge in e.
Element x y z (Å)
O  -0.981  -0.835  -2.257  -0.618
C  -0.859  0.112  -1.500  0.674
N  -1.248  0.011  -0.184  -0.623
C  -0.526  0.745  0.867  -0.213
C  0.847  0.134  1.314  -0.444
C  1.105  -1.348  1.067  -0.068
O  -0.113  -2.095  1.305  -0.745
C  -0.353  1.432  -2.015  -0.735
H  -1.336  -0.976  0.028  0.409
H  -0.259  1.696  0.414  0.203
H  -1.206  0.842  1.701  0.206
H  0.815  0.270  2.377  0.212
H  1.644  0.712  0.857  0.210
H  1.815  -1.688  1.800  0.176
H  1.500  -1.569  0.078  0.175
H  -0.117  -2.854  0.698  0.480
H  -0.228  1.366  -3.087  0.245
H  -1.085  2.232  -1.851  0.232
H  0.585  1.812  -1.611  0.223

Cartesian forces (eV/Å) of the 6 atoms listed first:
-0.05 -0.07 -0.01
0.05 -0.13 -0.01
0.82 -0.08 -0.17
0.48 -0.67 -1.28
-1.10 -0.21 -0.32
-0.97 -0.15 0.12

---

The following is a DFT calculation (ωB97M-V with the def2-TZVPD basis set) of C2H8O2Rb as an isolated structure.

## Properties
Gap between HOMO and LUMO in eV: 10.842
LUMO in eV: -3.710
DFT total energy in eV: -6948.172
Charge: +1

Last column: natural (NBO) charge in e.
Element x y z (Å)
Rb  -4.735  -12.192  19.896  0.993
C  -6.868  -11.177  17.295  -0.270
O  -6.637  -12.541  17.719  -0.776
H  -5.894  -10.705  17.164  0.178
H  -7.282  -11.233  16.288  0.200
H  -7.514  -10.588  17.946  0.186
H  -7.469  -13.019  17.690  0.486
C  -8.738  -11.884  20.604  -0.265
O  -7.426  -11.280  20.827  -0.767
H  -9.491  -11.411  21.234  0.197
H  -9.034  -11.757  19.563  0.185
H  -8.855  -12.961  20.723  0.181
H  -7.163  -11.427  21.739  0.473

Cartesian forces (eV/Å) of the 6 atoms listed first:
-0.19 -0.01 -0.19
0.10 -0.70 -0.95
0.21 0.63 0.58
0.01 0.02 0.30
-0.22 0.33 0.04
0.08 -0.19 0.18

---

The following is a DFT calculation (ωB97M-V with the def2-TZVPD basis set) of C19H28IO2Pm as an isolated structure.

## Properties
Multiplicity: 5
Gap between HOMO and LUMO (spin up / spin down) in eV: 7.856 / 7.916
LUMO (spin up / spin down) in eV: 0.246 / 0.246
DFT total energy in eV: -48907.881

Last column: Löwdin spin population.
Element x y z (Å)
O  0.631  0.303  -6.545  0.000
C  0.651  1.461  -7.451  0.000
C  0.580  0.656  -8.737  0.000
H  1.598  2.011  -7.369  0.000
H  -0.222  2.109  -7.289  0.000
C  0.579  -0.535  -7.750  0.000
H  1.492  0.690  -9.340  0.000
H  -0.320  0.784  -9.339  0.000
C  1.869  -1.311  -7.938  0.000
H  2.715  -0.625  -7.814  0.000
H  1.915  -1.707  -8.960  0.000
H  1.925  -2.141  -7.232  0.000
C  -0.692  -1.358  -7.817  0.000
H  -1.563  -0.731  -7.591  0.000
H  -0.624  -2.200  -7.121  0.000
H  -0.835  -1.758  -8.828  0.000
Pm  0.274  -0.051  -1.151  4.057
C  -1.641  -0.427  0.785  -0.003
C  -1.445  0.978  0.785  -0.007
C  -1.906  1.485  -0.458  -0.004
H  -1.041  1.561  1.611  0.000
C  -2.387  0.386  -1.231  -0.003
C  -2.206  -0.798  -0.463  -0.006
H  -2.481  -1.803  -0.778  0.000
H  -1.442  -1.096  1.621  0.000
H  -1.934  2.533  -0.758  0.000
H  -2.877  0.449  -2.203  0.000
C  1.204  -1.736  0.721  -0.007
C  0.486  -2.528  -0.218  -0.004
C  1.189  -2.490  -1.461  -0.004
H  -0.443  -3.066  -0.030  0.000
C  2.349  -1.683  -1.280  0.001
C  2.358  -1.220  0.073  -0.007
H  3.102  -0.570  0.529  0.000
H  0.922  -1.548  1.755  0.000
H  0.884  -2.997  -2.376  0.001
H  3.083  -1.430  -2.044  0.001
O  0.614  0.782  -3.431  -0.002
C  -0.561  0.191  -4.103  0.000
C  -1.408  1.368  -4.622  0.000
H  -1.142  -0.474  -3.418  0.000
H  -0.152  -0.426  -4.909  0.000
C  -0.574  2.646  -4.467  0.000
H  -2.317  1.405  -4.002  0.000
H  -1.718  1.236  -5.658  0.000
C  0.597  2.265  -3.551  0.001
H  -1.194  3.432  -3.996  0.000
H  -0.178  3.037  -5.428  0.000
H  0.381  2.675  -2.553  0.000
H  1.605  2.577  -3.862  0.000
I  1.808  2.197  0.071  -0.014

Cartesian forces (eV/Å) of the 6 atoms listed first:
0.19 0.70 -2.20
0.18 0.83 0.38
0.03 -0.26 0.74
-0.37 0.09 0.32
0.38 -0.07 0.10
0.11 -0.57 -1.11

---

Sequential relative energy (zero: lowest compared OMol25 entry of this formula, charge and spin) output: 115.4; 90.2; 77.7; 16.6 kJ/mol